Record 1
ORCA calculation (ωB97M-V/def2-TZVPD) on a cluster of 3 separate species, C4H16N2O2 in total in a non-equilibrium geometry.

Computed properties:
- molar mass (u) = 124.2
- energy relative to the best compared isomer or geometry (same formula, charge and spin) (kJ/mol) = 129.20
- SMILES = C[C@@H](N)CCN.O.O
- gap between HOMO and LUMO (eV) = 9.821

Each line ends with the natural charge from an NBO analysis.
Atoms and positions in Å:
C1 -0.5425 2.5143 -1.3562  -0.635
C2 -0.4529 1.3818 -0.3945  -0.067
C3 -0.9140 0.0936 -1.1641  -0.422
C4 -0.0563 -1.1695 -0.8611  -0.220
N1 -0.2790 -2.4420 -1.4960  -0.877
N2 -1.2469 1.7356 0.8270  -0.851
H1 0.0564 2.3458 -2.2970  0.215
H2 -1.4993 2.8714 -1.7167  0.216
H3 -0.2903 3.5110 -0.9550  0.217
H4 0.5161 1.1655 0.0510  0.195
H5 -1.0595 0.2827 -2.2178  0.205
H6 -1.8719 -0.2608 -0.6996  0.194
H7 0.9698 -0.9030 -1.1643  0.161
H8 -0.0740 -1.3019 0.2510  0.199
H9 -0.7102 -3.1176 -0.8882  0.374
H10 -0.5904 -2.4918 -2.4495  0.374
H11 -1.6088 0.8645 1.1842  0.359
H12 -1.8913 2.4873 0.6833  0.364
H13 2.0348 1.5991 4.1652  0.466
H14 1.6551 0.6157 5.2361  0.465
O1 2.3783 0.8068 4.6019  -0.932
H15 1.6600 -2.8328 -0.1512  0.483
H16 1.9356 -4.3269 0.2411  0.470
O2 1.8813 -3.4290 0.5705  -0.955


Record 2
ORCA calculation (ωB97M-V/def2-TZVPD) on a structure of composition CH2F3PS in a non-equilibrium geometry.

Computed properties:
- molar mass (u) = 134.1
- energy relative to the best compared isomer or geometry (same formula, charge and spin) (kJ/mol) = 82.55
- gap between HOMO and LUMO (eV) = 7.935

Each line ends with the natural charge from an NBO analysis.
Atoms and positions in Å:
C1 0.0605 3.2880 -1.1969  0.819
F1 0.8704 3.9332 -2.0450  -0.326
F2 -0.9004 4.1443 -0.8546  -0.323
F3 0.7768 3.0483 -0.0859  -0.338
P1 0.7662 0.0578 -0.2541  0.359
S1 -0.6122 1.7806 -1.8941  -0.132
H1 -0.0708 -0.9842 -0.6668  -0.034
H2 -0.0780 0.3848 0.8173  -0.023


Record 3
ORCA calculation (ωB97M-V/def2-TZVPD) on the ion C10H14NS with charge +1 in a non-equilibrium geometry.

Computed properties:
- molar mass (u) = 180.3
- energy relative to the best compared isomer or geometry (same formula, charge and spin) (kJ/mol) = 381.03
- SMILES = C/C=c1\cc(C[NH3+])cc\c1=C/S
- gap between HOMO and LUMO (alpha / beta) (eV) = 6.383 / 6.186
- total charge = +1

Each line ends with the natural charge from an NBO analysis.
Atoms and positions in Å:
C1 1.4747 1.1893 -1.2545  -0.127
C2 0.1642 1.5524 -1.4316  -0.244
C3 -0.6375 -0.1817 0.0260  -0.220
C4 1.8731 0.1701 -0.3320  -0.124
C5 0.7857 -0.5553 0.3822  -0.072
C6 -0.8844 0.8540 -0.8269  -0.065
C7 1.0476 -1.4045 1.4090  -0.119
C8 3.1551 -0.3060 -0.0139  -0.249
C9 -0.0994 -2.2867 1.9988  -0.652
C10 -2.3434 1.0585 -1.1683  -0.236
N1 -3.1791 0.8208 0.0662  -0.710
S1 4.6651 0.2504 -0.7549  0.117
H1 2.3071 1.7587 -1.6436  0.227
H2 -0.1358 2.1623 -2.2933  0.226
H3 -1.3779 -0.6940 0.5758  0.178
H4 2.0034 -1.6756 1.8973  0.215
H5 3.3147 -0.6904 0.9515  0.218
H6 0.3460 -3.1597 2.4293  0.243
H7 -0.9610 -2.3373 1.3212  0.197
H8 -0.6000 -1.7972 2.8322  0.214
H9 -2.6144 2.0791 -1.5597  0.238
H10 -2.5582 0.3187 -1.8800  0.241
H11 -2.4913 0.8863 0.9592  0.476
H12 -3.4970 -0.1871 0.1133  0.454
H13 -3.9439 1.5030 0.0963  0.458
H14 4.1869 0.6720 -1.8995  0.118


Record 4
ORCA calculation (ωB97M-V/def2-TZVPD) on a structure of composition C14H22BrFIN2O11PS in a non-equilibrium geometry.

Computed properties:
- molar mass (u) = 683.2
- gap between HOMO and LUMO (eV) = 6.865

Each line ends with the natural charge from an NBO analysis.
Atoms and positions in Å:
C1 -1.7944 -1.3690 4.7484  -0.628
C2 -0.9704 -2.4228 3.8618  -0.465
C3 0.2782 -1.8083 3.1308  0.191
F1 1.1393 -2.9041 2.8447  -0.346
C4 0.0150 -0.9287 1.8417  -0.173
P1 1.8043 -0.5470 1.2678  2.285
O1 2.7613 -0.5631 2.4228  -1.074
O2 2.3710 -1.6980 0.2022  -0.940
O3 1.9253 1.0113 0.6553  -0.950
N1 -0.6627 0.3642 2.1515  -0.375
C5 -0.1674 1.5558 2.8906  -0.452
C6 -1.9034 0.4648 1.7514  0.406
Br1 -3.1664 1.8999 1.9798  0.249
C7 -2.4184 -0.8199 0.9371  -0.028
I1 -3.9975 -1.9456 1.9213  0.234
N2 -3.1184 -0.2797 -0.2848  -0.614
C8 -3.9546 -1.1005 -0.7476  0.894
O4 -4.5167 -1.8437 -1.4265  -0.426
C9 -0.9843 -1.4549 0.7181  -0.241
C10 -0.8431 -2.9993 0.4626  -0.096
O5 -1.9800 -3.5587 -0.2298  -0.307
O6 -1.6460 -4.7810 -0.7558  -0.435
C11 -0.6291 -0.8384 -0.7295  0.736
O7 -0.5963 -1.5272 -1.7609  -0.681
O8 -0.4075 0.4633 -0.8610  -0.792
H1 -1.2136 -1.2918 5.7219  0.221
H2 -2.8139 -1.7553 5.0167  0.238
H3 -1.8098 -0.3337 4.3213  0.184
H4 -0.5384 -3.1403 4.6297  0.243
H5 -1.6410 -3.0547 3.2248  0.227
H6 0.7675 -1.1273 3.8965  0.218
H7 1.8260 -1.7320 -0.6157  0.517
H8 2.2150 0.9712 -0.2800  0.529
H9 -0.4052 2.5341 2.4009  0.263
H10 0.9458 1.4894 3.0878  0.276
H11 -0.6800 1.5510 3.9035  0.225
H12 -0.7350 -3.6183 1.4110  0.191
H13 0.0686 -3.2795 -0.1509  0.241
H14 -2.0220 -4.7482 -1.6622  0.476
O9 1.4081 3.2440 -2.1087  -0.943
S1 1.5165 2.3902 -3.2588  2.369
O10 2.5812 1.4315 -3.3806  -0.947
O11 1.4873 3.3010 -4.5896  -0.717
C12 2.4536 4.3482 -4.7151  -0.077
C13 3.8371 3.8081 -5.0287  -0.641
C14 -0.0122 1.5530 -3.5069  -0.911
H15 2.4664 4.9651 -3.8122  0.193
H16 2.1215 4.9850 -5.5370  0.191
H17 4.2296 3.2187 -4.1994  0.228
H18 4.5364 4.6250 -5.2188  0.212
H19 3.8050 3.1548 -5.9029  0.216
H20 -0.8264 2.2729 -3.4467  0.240
H21 -0.1111 0.8068 -2.7131  0.321
H22 0.0053 1.0615 -4.4788  0.242